# 1
89
Properties=species:S:1:pos:R:3 method="wB97M-V/def2-TZVPD" e_tot_ev=-83290.014 orbital_gap_ev="7.584 / 5.239" total_charge=+1 de_lowest_kj_mol=0.0 spin_multiplicity=5 mol_weight_g_mol=912.97
H 0.4066 -4.6379 2.4038
C 0.5347 5.8699 -0.0005
S -2.0178 5.0519 -0.3837
H 3.0748 -0.9300 -3.5750
H -1.1747 7.0342 0.6423
C 1.5493 -1.7271 -0.5505
C 5.8250 -2.4540 -1.3530
C -4.7254 0.0960 0.5654
C 0.1573 -0.6089 5.1312
O -1.8264 0.5534 -2.4625
H 2.1654 -4.6168 2.2052
C -2.7737 -1.2625 0.1585
C 1.0969 -3.5479 0.6967
H 1.0672 1.2352 2.4451
C 2.5175 -0.5831 -0.9284
H 1.3235 6.1576 0.6928
O -0.1499 -2.8152 0.5441
C 3.8419 -1.3598 -2.9480
C -0.6375 -1.5492 4.4880
C -0.4356 -0.3932 0.8736
O -3.6158 -1.1278 -3.3793
C -2.5452 0.9220 1.1425
C 0.7659 0.3929 4.3923
C 1.1048 -4.6925 -0.3007
H 4.6090 2.7229 2.7861
C -6.4329 1.8169 -2.6733
H 1.4433 -2.2619 -1.5063
O 1.8759 0.1638 -1.9582
H 6.5966 -2.8777 -0.7238
C 3.9550 2.4920 0.7517
H -4.3566 2.0227 1.4378
H -0.8585 5.5968 1.6377
H 0.6242 6.4553 -0.9153
H 4.2776 3.4823 0.4527
C 2.9927 0.3547 0.1752
H 3.2803 1.9640 -1.2104
C 1.2581 -4.0201 2.1214
H -5.7977 0.2318 0.5167
C -5.1174 2.0879 -2.4028
H 4.9949 -2.0682 -4.6061
H -2.3541 -2.2022 -0.1742
C 3.3907 1.6431 -0.1851
N -1.1879 2.7499 -1.4714
C 4.1490 2.0656 2.0599
C -2.7502 1.3905 -2.2810
H 2.9085 -1.0665 1.7806
C -0.1703 -0.5107 2.3655
H -4.7765 -1.8754 -0.2769
C -3.9165 1.1027 1.0758
C 0.0793 -1.5878 -0.0742
C -4.1519 -1.0827 0.1140
C 0.5965 0.4472 3.0154
C 5.9211 -2.5518 -2.7340
H 2.0450 -5.2361 -0.2219
C -1.9670 -0.2634 0.6824
H 1.3738 1.1401 4.8858
H -7.8223 0.3405 -3.3938
H 1.3234 -3.1682 2.7937
N -2.4692 2.6203 -1.7188
H -7.1930 2.5648 -2.4999
C 4.9283 -2.0021 -3.5282
C -5.8343 -0.4097 -3.4104
H 0.2875 -0.6503 6.2043
C 3.1951 -0.0682 1.4847
C -0.8573 3.8645 -0.8308
Pt 0.2191 1.0988 -1.7681
C -6.7844 0.5578 -3.1780
H 6.7671 -3.0511 -3.1868
H -1.1330 -2.3225 5.0596
H 0.9899 -4.3369 -1.3236
H -1.9161 1.6841 1.5868
H 4.6866 -1.7372 0.3051
O 0.0981 0.7590 0.3557
C -0.8378 5.9988 0.6248
S 0.7834 4.1192 -0.4233
C 4.7453 -1.8091 -0.7719
C 3.7442 -1.2573 -1.5652
H -1.4452 -2.2187 2.6234
H -4.8223 3.0481 -2.0054
C 3.7721 0.7831 2.4190
H -6.0963 -1.3814 -3.8046
H 3.9217 0.4354 3.4329
C -0.8092 -1.4955 3.1153
C -4.1209 1.1171 -2.6282
H -2.7226 -0.8156 -3.1419
H 0.2821 -5.3714 -0.0802
O 2.0980 -2.5955 0.4138
H -0.5512 -1.4859 -0.9624
C -4.4897 -0.1474 -3.1415



# 2
92
Properties=species:S:1:pos:R:3 method="wB97M-V/def2-TZVPD" e_tot_ev=-269423.957 orbital_gap_ev="4.072 / 5.463" total_charge=-2 de_lowest_kj_mol=153.8 spin_multiplicity=3 mol_weight_g_mol=1000.85
C -20.7681 8.1863 6.2528
H -17.7696 10.5994 3.4893
H -14.3913 7.3760 5.1486
C -21.5004 10.3372 1.0767
C -20.7384 7.8040 4.8718
C -18.5736 11.1313 3.9045
C -19.3240 11.0599 -3.7914
C -18.5532 12.5004 4.1510
H -21.8134 13.7032 1.0752
H -16.5901 3.8810 0.0289
H -21.6970 10.4550 5.0321
H -12.1353 3.5458 0.7928
H -13.8768 4.3268 -0.8950
N -18.4857 6.7297 2.1709
C -13.1535 6.6555 2.8223
C -13.3375 8.0909 3.2767
C -18.5109 10.1428 -3.1518
C -22.4819 10.0432 1.9849
H -14.3806 9.9753 2.9339
H -22.7861 9.0113 2.1093
H -17.4893 9.9784 -3.4924
H -14.9524 8.7215 1.9043
C -21.7049 7.5814 7.0670
C -23.1199 11.0476 2.6405
N -15.4373 6.2088 2.6790
S -17.4955 3.5937 2.3711
H -22.9525 5.1924 4.8727
V -17.0417 5.8596 3.3334
C -13.6876 8.1664 4.7906
H -20.5172 11.9401 -0.0119
C -20.7585 10.9551 4.8917
N -18.7506 7.2653 0.0856
H -12.2627 8.3807 3.1428
C -21.9828 12.6844 1.2924
C -21.2184 11.6505 0.7680
C -19.3401 7.7940 2.2438
H -15.4076 2.6729 0.6989
C -22.4715 6.5108 6.6133
H -17.7651 13.1592 3.7873
H -11.1522 6.4919 3.5951
C -21.0802 10.5914 -2.2088
C -11.9236 6.0357 2.9684
Se -17.6655 7.8825 4.6668
H -22.1306 10.7203 -1.8588
C -11.6083 4.8101 2.3326
C -21.5955 6.7837 4.3855
Se -22.5662 7.8935 -0.6386
C -22.9200 12.3846 2.2738
C -14.2399 5.9220 2.2019
C -14.5846 4.6325 -0.0617
S -18.7343 1.2032 3.8223
S -18.3553 2.5219 6.4884
C -14.0357 9.1254 2.3472
C -19.2810 1.3430 5.5308
H -23.7991 10.7700 3.4093
H -21.2965 12.0330 -3.8138
H -19.7024 14.1421 4.9437
H -10.6374 4.3349 2.4370
P -19.6357 8.6223 3.7857
H -23.4739 13.2469 2.7219
H -12.7270 8.0654 5.3261
H -14.3488 6.6818 -0.8017
H -13.3442 9.4223 1.5742
H -21.7476 7.9232 8.0895
H -21.6642 6.5240 3.3263
C -17.9295 2.7381 3.7540
C -18.9639 9.4137 -2.0436
C -20.6033 11.3272 -3.2815
H -23.1739 5.9970 7.2842
N -18.1784 6.4073 0.8619
H -18.4033 8.6029 -1.6114
C -22.4019 6.0712 5.2867
C -19.5834 8.1184 0.8462
C -12.5345 4.3360 1.4449
C -15.1044 5.9674 -0.7232
H -14.0950 9.1459 5.0058
P -20.8943 8.9843 0.0710
H -15.5743 2.9599 -1.0501
O -20.1772 0.6425 6.0084
H -20.1407 8.9873 6.6529
C -19.6499 13.1166 4.7820
C -20.7285 12.3191 5.1462
H -18.9658 11.5644 -4.7206
H -21.6646 12.7739 5.4694
C -17.5669 3.2266 5.1040
C -13.8114 4.8942 1.1975
C -15.6037 3.4525 -0.0922
H -15.9202 6.4469 -0.1426
H -15.4000 5.7782 -1.7616
C -20.2545 9.6594 -1.5588
S -16.6179 4.6517 5.4002
C -19.7421 10.3618 4.1281